{
  "formula": "C37H40BMoN12O2",
  "method": "ωB97M-V/def2-TZVPD",
  "relative_energy_kcal_mol": 4.8,
  "largest_force_ha_per_bohr": 0.010,
  "total_charge": 1,
  "homo_energy_ev": [-9.95, -10.19],
  "multiplicity": 3,
  "gap_ev": [6.1, 5.6],
  "elements": ["Mo", "C", "C", "C", "C", "C", "C", "N", "C", "C", "C", "C", "C", "C", "N", "N", "C", "C", "C", "C", "C", "N", "H", "H", "H", "H", "H", "H", "H", "H", "H", "H", "H", "H", "H", "C", "C", "C", "C", "C", "N", "N", "B", "N", "N", "C", "C", "C", "C", "C", "N", "N", "C", "C", "C", "C", "C", "H", "H", "H", "H", "H", "H", "H", "H", "H", "H", "H", "H", "H", "H", "H", "H", "H", "H", "H", "H", "H", "H", "C", "N", "C", "C", "C", "O", "N", "C", "O", "H", "H", "H", "H", "H"],
  "coordinates": [[-0.104, -0.060, -0.075], [-5.406, -0.234, -2.478], [-5.003, 1.029, -2.073], [-3.661, 1.300, -1.845], [-2.700, 0.309, -2.002], [-3.106, -0.938, -2.467], [-4.447, -1.214, -2.692], [-1.296, 0.556, -1.790], [-0.614, 1.040, -2.855], [-1.161, 1.698, -3.986], [-0.320, 2.146, -4.970], [1.083, 1.955, -4.919], [1.631, 1.269, -3.875], [0.772, 0.814, -2.858], [1.144, -0.024, -1.831], [2.238, -0.641, -1.952], [2.468, -1.500, -0.890], [3.578, -2.325, -0.926], [3.691, -3.308, 0.038], [2.676, -3.451, 0.975], [1.616, -2.566, 0.961], [1.533, -1.567, 0.072], [-6.453, -0.445, -2.654], [-5.734, 1.817, -1.941], [-3.364, 2.300, -1.574], [-2.365, -1.694, -2.677], [-4.738, -2.194, -3.050], [-2.228, 1.852, -4.057], [-0.743, 2.671, -5.817], [1.708, 2.349, -5.708], [2.692, 1.078, -3.799], [4.303, -2.187, -1.715], [4.543, -3.975, 0.042], [2.699, -4.233, 1.721], [0.813, -2.647, 1.677], [-0.181, -3.098, -2.169], [-1.148, -2.983, -1.039], [-2.132, -3.898, -0.681], [-2.805, -3.333, 0.390], [-3.963, -3.868, 1.163], [-2.238, -2.147, 0.649], [-1.219, -1.919, -0.227], [-2.452, -1.209, 1.856], [-2.789, 0.212, 1.408], [-1.883, 0.944, 0.701], [-2.337, 2.199, 0.645], [-1.659, 3.328, -0.057], [-3.548, 2.274, 1.330], [-3.803, 1.002, 1.798], [-4.967, 0.504, 2.586], [-1.116, -1.126, 2.631], [-0.030, -0.532, 2.057], [0.920, -0.437, 2.999], [2.283, 0.140, 2.809], [0.436, -0.991, 4.182], [-0.858, -1.400, 3.918], [-1.859, -2.022, 4.831], [-0.532, -3.854, -2.869], [-0.077, -2.158, -2.711], [0.806, -3.407, -1.823], [-2.343, -4.842, -1.156], [-4.274, -4.820, 0.738], [-3.707, -4.027, 2.211], [-4.810, -3.183, 1.128], [-3.314, -1.643, 2.554], [-0.853, 2.995, -0.705], [-2.380, 3.881, -0.659], [-1.257, 4.030, 0.675], [-4.166, 3.148, 1.455], [-5.686, 1.311, 2.713], [-5.464, -0.323, 2.080], [-4.664, 0.159, 3.575], [2.658, 0.041, 1.794], [2.282, 1.201, 3.065], [2.973, -0.359, 3.489], [0.961, -1.063, 5.119], [-1.403, -2.201, 5.802], [-2.721, -1.370, 4.974], [-2.222, -2.974, 4.441], [0.636, 4.821, 2.606], [1.140, 3.875, 1.614], [2.138, 4.270, 0.765], [2.741, 3.399, -0.047], [2.329, 2.008, 0.022], [3.047, 1.108, -0.390], [1.065, 1.730, 0.567], [0.616, 2.579, 1.584], [-0.206, 2.256, 2.421], [1.457, 5.200, 3.214], [-0.073, 4.305, 3.242], [0.141, 5.658, 2.112], [2.422, 5.312, 0.833], [3.578, 3.665, -0.672]]
}

***

{
  "formula": "C4H5NO3",
  "method": "ωB97M-V/def2-TZVPD",
  "relative_energy_kcal_mol": 197.7,
  "largest_force_ha_per_bohr": 0.155,
  "homo_energy_ev": -7.88,
  "multiplicity": 1,
  "gap_ev": 7.0,
  "elements": ["C", "C", "C", "C", "H", "H", "H", "H", "H", "N", "O", "O", "O"],
  "coordinates": [[-0.504, 0.295, -0.976], [-1.478, 0.753, -0.181], [-1.043, 0.420, 1.134], [0.427, -0.393, -0.225], [-1.633, -0.042, -2.862], [-2.522, 1.005, -0.579], [-1.875, 0.505, 2.019], [1.823, 0.131, 1.946], [1.361, -1.930, -0.995], [0.153, -0.058, 1.079], [-0.241, 0.598, -2.437], [0.903, -0.232, 2.355], [1.508, -1.080, -0.617]]
}

***

{
  "formula": "CH5N3S",
  "method": "ωB97M-V/def2-TZVPD",
  "smiles": "N/N=C/NS",
  "relative_energy_kcal_mol": 83.1,
  "largest_force_ha_per_bohr": 0.105,
  "homo_energy_ev": -8.21,
  "multiplicity": 1,
  "gap_ev": 8.8,
  "elements": ["C", "H", "H", "H", "H", "H", "N", "N", "N", "S"],
  "coordinates": [[-0.290, -0.211, 0.179], [1.166, -2.043, 0.315], [2.817, -1.048, 0.023], [-0.877, -1.217, 0.457], [-2.348, 0.286, 0.251], [-0.685, 2.979, -0.188], [1.791, -1.147, 0.379], [0.996, 0.077, -0.036], [-1.364, 0.486, -0.290], [-1.207, 1.837, -1.090]]
}

***

{
  "formula": "C3H3O3P",
  "method": "ωB97M-V/def2-TZVPD",
  "relative_energy_kcal_mol": 53.2,
  "largest_force_ha_per_bohr": 0.063,
  "homo_energy_ev": -9.53,
  "multiplicity": 1,
  "gap_ev": 8.9,
  "elements": ["C", "C", "C", "O", "O", "O", "P", "H", "H", "H"],
  "coordinates": [[0.103, 1.212, -0.640], [0.992, -0.511, 0.156], [-0.276, 0.018, 0.868], [-0.575, 2.031, -1.172], [-1.817, -1.286, -0.984], [1.204, 0.546, -0.844], [-1.947, -0.383, 0.205], [1.860, -0.590, 0.822], [0.703, -1.492, -0.380], [-0.247, 0.455, 1.970]]
}

***

{
  "formula": "H2N3PS",
  "method": "ωB97M-V/def2-TZVPD",
  "smiles": "[H]/N=N\\S.N#P",
  "relative_energy_kcal_mol": 15.6,
  "largest_force_ha_per_bohr": 0.078,
  "homo_energy_ev": -9.00,
  "multiplicity": 1,
  "gap_ev": 8.8,
  "elements": ["N", "N", "N", "P", "S", "H", "H"],
  "coordinates": [[-2.172, 0.887, -0.393], [-1.249, 0.105, -0.631], [2.568, 0.592, 0.103], [3.969, 0.190, -0.026], [-0.733, -1.024, 0.576], [-2.663, 0.947, 0.442], [0.279, -1.697, -0.071]]
}

***

{
  "formula": "C2H6N2O",
  "method": "ωB97M-V/def2-TZVPD",
  "smiles": "NCC(N)=O",
  "relative_energy_kcal_mol": 31.2,
  "largest_force_ha_per_bohr": 0.084,
  "homo_energy_ev": -8.99,
  "multiplicity": 1,
  "gap_ev": 9.9,
  "elements": ["N", "C", "C", "N", "O", "H", "H", "H", "H", "H", "H"],
  "coordinates": [[-0.213, 1.468, -1.106], [-0.939, 0.563, -0.156], [0.027, -0.549, 0.452], [0.760, -1.287, -0.454], [0.279, -0.450, 1.679], [-0.169, 2.417, -0.836], [0.040, 1.282, -2.081], [-1.353, 1.035, 0.670], [-1.814, 0.029, -0.645], [1.138, -0.817, -1.313], [1.577, -1.693, -0.086]]
}

***

For each record above, in turn, the calculated calculated total energy values are -2334.56514; -435.60540; -603.41355; -683.11746; -904.88635; -264.53753 Eh.